ORCA calculation (wB97M-V/def2-TZVPD) on an isolated ion of composition C4H8BrN2O2 and charge +1 in a non-equilibrium geometry.

The calculation puts the LUMO energy (spin up / spin down) at -6.591 / -6.592 eV. The calculation puts the molar mass at 196.024 g mol⁻¹.

ORCA input file:
```
! RIJCOSX wB97M-V def2-TZVPD def2/J DEFGRID3
* xyz 1 1
C -0.85 -0.76 -0.62
O -1.07 -0.12 2.74
H 1.04 1.70 -1.80
H -0.08 -2.28 0.69
C 0.08 -1.85 -0.28
Br -2.48 -1.13 -1.36
H 1.33 -0.02 -1.66
H 1.06 -1.47 -0.32
H 0.33 1.78 2.49
H -0.99 1.43 -1.04
C 1.07 0.90 -1.10
N -0.95 -0.02 1.56
H 0.05 -2.72 -0.95
H 1.83 1.02 -0.30
O 0.33 1.95 1.50
N -0.34 0.89 0.98
C -0.37 0.68 -0.54
*
```

***

ORCA calculation (wB97M-V/def2-TZVPD) on a 2-piece molecular cluster, C4H8BrNO3 overall in a non-equilibrium geometry.

The calculation puts the LUMO energy (spin up / spin down) at 0.440 / 0.440 eV. The calculation puts the molar mass at 198.016 g mol⁻¹. As for the structure (SMILES): [O-]/[N+](O)=C(\O)Br.C=CC.

ORCA input file:
```
! RIJCOSX wB97M-V def2-TZVPD def2/J DEFGRID3
* xyz 0 1
Br 0.16 0.44 -2.57
O 2.31 -0.66 0.60
C -1.02 -0.11 0.97
O 1.88 1.30 -0.34
H -0.22 -0.17 1.72
H -0.66 1.90 0.25
H 2.06 -2.16 -1.04
N 1.70 -0.04 -0.28
H -2.26 1.51 0.07
H -2.47 -0.82 -0.21
C -1.41 1.31 0.75
C -1.70 -1.11 0.40
H -1.57 1.85 1.65
O 1.13 -1.86 -1.45
H 2.70 1.47 0.15
H -1.63 -2.27 0.59
C 1.01 -0.58 -1.25
*
```

***

ORCA calculation (wB97M-V/def2-TZVPD) on a 2-piece molecular cluster, C4H8Cl2N overall in a non-equilibrium geometry.

The calculation puts the LUMO energy (spin up / spin down) at -4.130 / -5.544 eV. The calculation puts the molar mass at 141.021 g mol⁻¹.

ORCA input file:
```
! RIJCOSX wB97M-V def2-TZVPD def2/J DEFGRID3
* xyz 1 1
Cl 2.59 1.17 0.44
C 1.73 -0.08 -0.22
H -3.11 0.90 0.86
H 2.51 -1.66 -1.71
H -1.61 1.00 1.71
Cl -0.31 -1.83 0.56
H 0.88 -1.10 -1.94
N -2.06 0.71 0.85
H 1.84 -2.06 1.04
C 1.32 -1.45 0.20
H -1.57 2.66 -0.08
H -0.87 1.41 -1.01
C 1.70 -1.06 -1.25
C -1.23 1.67 -0.09
H -1.81 -0.27 0.63
*
```

***

ORCA calculation (wB97M-V/def2-TZVPD) on a 2-piece molecular cluster, C4H8Cl2Si overall in a non-equilibrium geometry.

The calculation puts the LUMO energy at 0.795 eV. The calculation puts the molar mass at 155.100 g mol⁻¹. As for the structure (SMILES): C[SiH](Cl)Cl.C1=CC1.

ORCA input file:
```
! RIJCOSX wB97M-V def2-TZVPD def2/J DEFGRID3
* xyz 0 1
H -0.25 -0.20 2.65
H 0.45 -3.22 2.19
H -1.10 1.51 0.13
H -2.23 1.75 -1.45
C 1.23 -1.21 1.30
Cl 1.94 1.82 -0.73
H -0.44 -2.69 0.86
Cl 0.12 3.25 -2.74
C -1.34 1.17 -0.98
H -1.67 0.13 -0.91
Si 0.32 1.44 -1.88
H 1.92 -0.89 0.58
C 0.25 -2.29 1.64
C 0.29 -0.86 2.12
H 0.51 0.30 -2.78
*
```

***

ORCA calculation (wB97M-V/def2-TZVPD) on a 2-piece molecular cluster, C4H8Cl2Si overall in a non-equilibrium geometry.

The calculation puts the LUMO energy (spin up / spin down) at 0.841 / -1.361 eV. The calculation puts the molar mass at 155.100 g mol⁻¹.

ORCA input file:
```
! RIJCOSX wB97M-V def2-TZVPD def2/J DEFGRID3
* xyz 0 3
H -2.52 2.30 -1.66
H 0.98 -2.20 2.44
H -0.11 0.38 1.69
H 0.32 -0.21 -1.73
C -1.82 1.50 -1.60
H -0.63 -2.10 1.81
Cl 2.00 1.84 -0.40
C -0.91 1.65 -0.66
Si 1.07 -0.07 -0.54
C 0.44 -1.88 1.57
C 0.36 -0.40 1.14
H -1.95 0.69 -2.30
H -0.76 2.34 0.16
H 0.77 -2.52 0.69
Cl 2.75 -1.33 -0.61
*
```

***

ORCA calculation (wB97M-V/def2-TZVPD) on C4H8Cl4N3O9V as an isolated structure in a non-equilibrium geometry.

The calculation puts the LUMO energy (spin up / spin down) at -4.423 / -3.202 eV. The calculation puts the molar mass at 434.876 g mol⁻¹.

ORCA input file:
```
! RIJCOSX wB97M-V def2-TZVPD def2/J DEFGRID3
* xyz 0 3
H 1.28 -1.38 -1.50
Cl 2.00 1.32 -2.52
O -0.24 1.09 0.07
H 3.88 0.12 -2.04
C -0.58 -2.83 3.53
O -4.38 1.92 -2.57
N -0.99 4.42 -1.70
H -0.56 -2.51 4.57
O -2.73 1.84 -1.34
H 2.77 -0.59 -3.23
O -0.20 3.59 -1.17
H 2.19 -0.48 -0.13
C 2.21 -1.01 -1.09
O -0.49 -0.97 0.78
Cl 3.22 -2.46 -0.92
O -0.79 5.07 -2.70
O -1.59 0.75 1.44
Cl 1.57 -1.11 3.13
Cl -1.13 -4.51 3.44
H 1.54 -3.51 3.51
O -2.82 0.65 -3.06
N -3.31 1.42 -2.32
H 1.01 -2.93 1.95
C 0.89 -2.79 3.03
H -1.24 -2.24 2.90
O -1.98 4.43 -1.01
C 2.85 -0.21 -2.21
V -1.66 2.71 0.35
N -0.70 0.22 0.80
*
```

***

ORCA calculation (wB97M-V/def2-TZVPD) on a 2-piece molecular cluster, C4H8ClFN2 overall in a non-equilibrium geometry.

The calculation puts the LUMO energy at 0.897 eV. The calculation puts the molar mass at 138.573 g mol⁻¹.

ORCA input file:
```
! RIJCOSX wB97M-V def2-TZVPD def2/J DEFGRID3
* xyz 0 1
H -0.22 -1.77 0.58
H 1.97 -0.99 -1.90
N -0.86 2.58 0.72
C 0.89 -0.78 -1.58
H -0.86 2.58 2.87
H -0.48 3.53 0.64
F 0.85 -0.45 1.86
C -1.20 2.15 -0.45
H -0.81 2.62 -1.26
H 0.18 -1.58 -1.55
H -1.92 1.37 -0.53
C 0.51 -0.86 0.67
H 0.72 0.06 -2.39
C -1.27 2.13 1.88
N 1.05 -0.28 -0.30
Cl -2.13 0.65 1.99
*
```

***

ORCA calculation (wB97M-V/def2-TZVPD) on a 2-piece molecular cluster, C4H8ClN overall in a non-equilibrium geometry.

The calculation puts the LUMO energy (spin up / spin down) at 0.511 / 0.510 eV. The calculation puts the molar mass at 105.568 g mol⁻¹.

ORCA input file:
```
! RIJCOSX wB97M-V def2-TZVPD def2/J DEFGRID3
* xyz 0 1
Cl -1.30 0.28 2.06
C -0.43 -0.13 0.60
H -0.77 -1.51 -0.98
H 0.64 2.14 1.11
H 1.36 -1.03 -0.08
H -1.53 0.05 -1.25
H 0.23 2.90 -1.67
H -2.24 -1.05 -0.10
C 0.90 -0.76 0.87
C 0.31 1.99 0.09
C -1.29 -0.69 -0.50
H 0.79 -1.66 1.48
H 1.56 -0.08 1.39
N 0.50 2.96 -0.69
*
```

***

ORCA calculation (wB97M-V/def2-TZVPD) on C4H8ClN as an isolated structure in a non-equilibrium geometry.

The calculation puts the LUMO energy at 0.893 eV. The calculation puts the molar mass at 105.568 g mol⁻¹.

ORCA input file:
```
! RIJCOSX wB97M-V def2-TZVPD def2/J DEFGRID3
* xyz 0 1
C -0.52 1.95 -0.10
H 0.73 -2.56 0.06
C 0.16 -1.71 -0.34
H -0.85 -2.06 -0.53
H 0.10 1.82 -0.99
C 0.17 -0.59 0.65
H 0.60 -1.41 -1.29
C -1.27 0.67 0.14
H 0.13 2.20 0.73
N -2.55 0.85 -0.10
H -0.11 -0.88 1.66
Cl -3.63 -0.47 0.02
H 1.03 0.06 0.62
H -1.22 2.76 -0.28
*
```

***

ORCA calculation (wB97M-V/def2-TZVPD) on a 2-piece molecular cluster, C4H8ClN2 overall in a non-equilibrium geometry.

The calculation puts the LUMO energy (spin up / spin down) at -6.440 / -5.624 eV. The calculation puts the molar mass at 119.575 g mol⁻¹.

ORCA input file:
```
! RIJCOSX wB97M-V def2-TZVPD def2/J DEFGRID3
* xyz 1 1
H -1.71 -1.08 1.47
N -0.95 -0.57 0.99
C 0.47 -0.72 1.42
N 0.13 0.74 -0.35
Cl -2.58 1.73 -2.89
H -1.67 2.60 -0.90
H 1.74 -0.57 -0.43
H 1.95 0.71 0.77
C -2.58 2.20 -1.39
H -3.35 1.80 -0.88
C -1.04 0.36 0.13
H 0.67 -1.74 1.35
H 0.31 1.37 -1.12
C 1.19 0.04 0.32
H 0.40 -0.24 2.45
*
```

***

ORCA calculation (wB97M-V/def2-TZVPD) on a 3-piece molecular cluster, C4H8ClN3 overall in a non-equilibrium geometry.

The calculation puts the LUMO energy at 0.408 eV. The calculation puts the molar mass at 133.582 g mol⁻¹.

ORCA input file:
```
! RIJCOSX wB97M-V def2-TZVPD def2/J DEFGRID3
* xyz 0 1
C 2.09 1.48 -0.40
H 1.18 -0.11 0.71
C -1.66 -0.81 0.47
N -0.55 -1.52 1.12
N -2.76 -0.37 0.99
C 0.08 0.28 -0.96
H -2.84 -0.71 1.95
H 2.04 2.33 -1.58
H -0.99 -2.39 1.63
H 3.23 0.85 -0.54
H 1.95 2.10 0.90
N 1.34 0.20 -0.30
H 0.18 -1.98 0.42
H 0.26 0.66 -1.93
C -1.13 -0.16 -0.62
Cl -2.43 0.18 -1.87
*
```

***

ORCA calculation (wB97M-V/def2-TZVPD) on an isolated ion of composition C4H8ClN4 and charge +1 in a non-equilibrium geometry.

The calculation puts the LUMO energy at -4.531 eV. The calculation puts the molar mass at 147.589 g mol⁻¹. As for the structure (SMILES): N[C@H](Cl)C1([NH3+])N=CC=N1.

ORCA input file:
```
! RIJCOSX wB97M-V def2-TZVPD def2/J DEFGRID3
* xyz 1 1
N -1.12 -0.12 1.13
N 0.94 -1.49 0.57
H -2.70 -0.84 -1.73
H 0.96 0.99 -1.53
H -3.04 -0.01 0.82
H 1.41 -1.36 1.38
H 1.37 1.88 1.34
Cl -0.64 2.32 -0.70
N -0.63 -0.83 -1.17
C -1.90 -0.58 -1.04
H 2.56 2.00 0.10
H 1.76 -1.50 -0.05
N 1.78 1.47 0.55
C -2.07 -0.20 0.31
C 0.70 1.07 -0.46
C 0.08 -0.34 0.09
H 0.52 -2.44 0.39
*
```

***

ORCA calculation (wB97M-V/def2-TZVPD) on a 2-piece molecular cluster, C4H8ClNO overall in a non-equilibrium geometry.

The calculation puts the LUMO energy at 0.558 eV. The calculation puts the molar mass at 121.567 g mol⁻¹. As for the structure (SMILES): C=C/C(O)=N/C.Cl.

ORCA input file:
```
! RIJCOSX wB97M-V def2-TZVPD def2/J DEFGRID3
* xyz 0 1
C -1.29 2.04 -0.30
C -0.04 -1.53 0.09
H -1.52 2.17 0.78
H -2.04 2.44 -1.05
H -0.72 -3.60 -0.06
C -0.90 -2.56 -0.14
H -0.47 2.67 -0.28
H 3.19 -0.52 0.20
H 1.04 -1.78 0.24
H 0.72 1.54 0.74
C -0.13 -0.04 0.06
O 0.90 0.52 0.71
N -1.14 0.62 -0.45
H -1.82 -2.14 -0.35
Cl 4.23 0.18 -0.19
*
```

***

ORCA calculation (wB97M-V/def2-TZVPD) on C4H8ClNiO as an isolated structure in a non-equilibrium geometry.

The calculation puts the LUMO energy (spin up / spin down) at -4.621 / -8.522 eV. The calculation puts the molar mass at 166.253 g mol⁻¹.

ORCA input file:
```
! RIJCOSX wB97M-V def2-TZVPD def2/J DEFGRID3
* xyz 1 3
C 0.31 -0.08 -0.91
H -0.17 -1.12 -0.81
H -0.05 2.25 1.32
Ni -0.85 -4.78 -0.96
O 1.38 -0.14 -0.04
C -0.56 1.07 -0.43
C -0.25 1.22 1.06
H 0.79 -0.54 1.87
H -1.02 0.86 1.74
H 0.67 0.02 -1.93
C 1.01 0.34 1.25
H -0.18 1.96 -0.96
H -1.61 1.03 -0.71
Cl -1.36 -2.94 -2.18
H 1.87 0.84 1.69
*
```

***

ORCA calculation (wB97M-V/def2-TZVPD) on one molecule with the formula C4H8ClO2P in a non-equilibrium geometry.

The calculation puts the LUMO energy (spin up / spin down) at -1.079 / -1.080 eV. The calculation puts the molar mass at 154.533 g mol⁻¹.

ORCA input file:
```
! RIJCOSX wB97M-V def2-TZVPD def2/J DEFGRID3
* xyz 0 1
O -3.16 0.57 0.02
H 0.43 2.26 -0.65
H 1.08 -0.06 1.60
H -1.24 1.94 -0.67
P -2.13 -0.47 0.06
C 0.88 -0.41 0.47
H -0.55 2.31 0.77
Cl 2.21 0.27 -0.55
H 0.17 -1.95 -0.62
O -1.44 -0.37 -1.49
C -0.28 0.40 0.33
C 0.68 -1.99 0.29
H 0.07 -2.45 1.11
H -1.84 0.39 -1.95
H 1.67 -2.55 0.23
C -0.35 1.76 -0.12
*
```

***

ORCA calculation (wB97M-V/def2-TZVPD) on C4H8F10Li2N5O22S11 as an isolated structure in a non-equilibrium geometry.

The calculation puts the LUMO energy at 4.345 eV. The calculation puts the molar mass at 1034.720 g mol⁻¹.

ORCA input file:
```
! RIJCOSX wB97M-V def2-TZVPD def2/J DEFGRID3
* xyz -3 1
O -5.35 1.28 0.27
F 1.46 1.94 7.46
O 3.76 0.32 -5.02
Li -2.01 0.95 -1.35
N -0.60 1.75 -5.77
Li 1.65 2.51 1.28
O 2.60 2.25 -1.36
O 3.76 -2.62 2.82
O 1.07 0.58 0.55
N 1.88 0.60 5.50
H -3.09 -1.19 0.96
O 3.47 -3.05 -1.28
S -0.45 -1.80 -1.44
C -4.23 1.43 2.71
S -1.74 1.15 -4.72
H -6.04 0.22 3.13
S 2.70 1.34 -2.46
N 2.61 2.30 -3.90
F -0.94 -0.16 1.67
S 1.66 2.23 5.91
O -1.45 1.26 -3.31
O -1.16 -3.01 -1.00
F 0.99 0.79 -7.13
O 2.91 2.93 5.95
H -4.64 2.42 2.92
H -4.92 0.31 4.46
N -0.90 -0.51 -0.80
F -1.09 -1.47 -2.89
C -4.97 0.26 3.37
S 1.00 0.66 4.29
H -4.76 -1.42 0.57
C -4.10 -0.94 1.29
S 0.15 -0.58 0.56
O 0.23 -0.71 -5.42
F 1.30 0.65 -2.62
F 3.60 2.47 -6.04
S -4.13 0.95 1.00
S -0.34 0.36 -6.29
H -3.49 -1.53 3.34
C -4.39 -1.16 2.83
S 3.79 1.69 -4.62
F 1.58 -0.82 3.84
F -2.47 2.60 -4.88
N 4.93 -3.42 0.85
O 1.30 1.49 3.17
O 0.39 2.93 5.71
O 3.57 0.17 -2.36
O 5.06 2.23 -4.14
S 3.50 -3.83 -0.02
H -5.10 -1.98 2.90
O 0.93 -1.81 -1.87
O 2.34 -4.31 0.74
O -1.19 -0.09 -7.38
O 0.65 -1.88 1.07
F 5.71 -1.65 2.04
S 4.30 -2.27 1.55
O -2.86 1.45 0.47
O -0.39 0.31 4.56
O 3.81 -1.03 0.89
O -2.80 0.22 -5.10
F 4.17 -5.21 -0.54
H -3.20 1.46 3.08
*
```

***

ORCA calculation (wB97M-V/def2-TZVPD) on a 2-piece molecular cluster, C4H8F2N2 overall.

The calculation puts the LUMO energy at 0.833 eV. The calculation puts the molar mass at 122.118 g mol⁻¹.

ORCA input file:
```
! RIJCOSX wB97M-V def2-TZVPD def2/J DEFGRID3
* xyz 0 1
N -0.92 2.96 -0.66
H 0.04 3.26 -0.78
C 1.53 -0.71 -0.35
H -1.61 3.72 -0.72
H -1.13 -2.31 1.14
C 0.83 -1.61 0.66
H -1.09 -0.79 0.21
F 1.46 -2.83 0.70
C -1.16 1.71 -0.46
H -2.26 1.55 -0.35
H 1.12 0.97 0.47
H 2.00 -1.24 -1.17
C -0.64 -1.78 0.33
N 1.60 0.53 -0.32
F 0.97 -1.09 1.92
H -0.74 -2.34 -0.59
*
```

***

ORCA calculation (wB97M-V/def2-TZVPD) on one molecule with the formula C4H8F3NO3Si in a non-equilibrium geometry.

The calculation puts the LUMO energy at 0.259 eV. The calculation puts the molar mass at 203.192 g mol⁻¹. As for the structure (SMILES): C[Si](C)(COC(F)(F)F)[N+](=O)[O-].

ORCA input file:
```
! RIJCOSX wB97M-V def2-TZVPD def2/J DEFGRID3
* xyz 0 1
F -1.84 -1.72 0.28
Si 0.45 0.08 -0.34
H 0.22 2.11 -1.84
C 0.15 0.98 -1.99
C 1.24 -1.70 -0.15
F -2.80 0.12 -0.27
H 0.00 0.79 1.99
H -0.82 1.86 0.85
H -0.76 0.69 -2.28
H 0.81 -2.29 0.74
N 2.12 1.05 0.52
O 2.76 0.30 1.22
H 2.37 -1.69 -0.13
H 1.07 -2.29 -1.06
O -1.73 -0.02 1.70
C -2.42 -0.65 0.80
F -3.53 -1.18 1.29
C -0.66 0.73 1.07
H 0.97 0.58 -2.70
O 2.38 2.24 0.28
*
```

***

ORCA calculation (wB97M-V/def2-TZVPD) on one molecule with the formula C4H8FNO in a non-equilibrium geometry.

The calculation puts the LUMO energy at 0.691 eV. The calculation puts the molar mass at 105.112 g mol⁻¹. As for the structure (SMILES): CC(=O)[C@H](C)NF.

ORCA input file:
```
! RIJCOSX wB97M-V def2-TZVPD def2/J DEFGRID3
* xyz 0 1
H 0.20 1.59 -0.41
C 0.76 -0.50 -0.47
H 2.03 -0.44 1.27
N -1.20 0.60 -1.43
H 2.10 -1.99 0.21
C -0.25 0.68 -0.24
H -2.02 -0.03 0.94
H -1.28 -0.31 -1.87
H -1.51 1.72 1.08
H 0.86 -1.80 1.42
F -0.57 1.36 -2.52
H -0.60 0.48 1.87
C 1.45 -1.22 0.73
O 1.22 -0.84 -1.53
C -1.18 0.70 0.96
*
```

***

ORCA calculation (wB97M-V/def2-TZVPD) on C4H8FNO as an isolated structure in a non-equilibrium geometry.

The calculation puts the LUMO energy at 0.898 eV. The calculation puts the molar mass at 105.112 g mol⁻¹.

ORCA input file:
```
! RIJCOSX wB97M-V def2-TZVPD def2/J DEFGRID3
* xyz 0 1
H 0.54 0.48 1.66
C 1.03 -1.14 -0.53
C -1.09 -1.65 -0.13
C -0.03 -0.15 -0.87
O 0.17 -2.24 -0.32
H -1.48 -1.29 0.74
H -0.46 2.06 1.76
C -0.30 1.10 1.23
F -0.11 -0.12 -2.26
N 0.01 1.11 -0.26
H 1.74 -1.30 -1.35
H -1.66 -2.06 -0.94
H 1.45 -0.94 0.46
H -1.23 0.62 1.44
H -0.61 1.81 -0.66
*
```